Entry 1:
ORCA calculation (ωB97M-V with the def2-TZVPD basis set) on the molecule C6H15N3O.

The geometry in ORCA input format:
```
! RIJCOSX wB97M-V def2-TZVPD def2/J DEFGRID3
* xyz 0 1
C -1.81 -0.57 -0.52
C -0.55 -1.19 1.52
C 0.64 -0.67 -2.09
C -0.49 -0.30 0.25
C 0.79 -0.68 -0.57
H 1.11 -1.70 -0.31
H -1.87 -1.62 -0.84
H -1.91 0.06 -1.41
H -2.67 -0.36 0.12
H 0.45 -1.44 1.90
H -1.09 -0.72 2.35
H -1.05 -2.14 1.32
H -0.06 -1.44 -2.43
H 0.30 0.31 -2.46
H 1.61 -0.86 -2.57
C -0.49 1.21 0.61
N 2.55 -0.17 0.95
N -0.42 2.16 -0.36
O 1.88 0.23 -0.28
N -0.59 1.58 1.85
H 3.42 0.36 0.88
H 2.00 0.34 1.66
H -0.67 3.11 -0.14
H -0.53 1.90 -1.33
H -0.57 2.60 1.90
*
```

The calculation puts the total energy at -477.05945 a.u. The relative energy (zero: lowest compared OMol25 entry of this formula, charge and spin) comes out at 2.219 eV. As for the LUMO energy: 0.032 Ha. The SMILES is [H]/N=C(\N)C(C)(C)[C@@H](C)ON. The frontier orbital gap comes out at 9.86 eV.

***

Entry 2:
ORCA calculation (ωB97M-V with the def2-TZVPD basis set) on a structure of composition C45H50ClFN9O4S3Zr.

The geometry in ORCA input format:
```
! RIJCOSX wB97M-V def2-TZVPD def2/J DEFGRID3
* xyz 3 1
Zr -0.49 -0.94 -0.51
N -1.70 -4.43 2.10
C -2.65 -3.59 2.66
C -2.47 -2.38 2.06
N -1.44 -2.46 1.16
C -1.01 -3.71 1.20
C 0.08 -4.07 0.32
N 0.56 -3.13 -0.47
C 1.55 -3.72 -1.21
C 1.67 -5.03 -0.85
N 0.72 -5.24 0.13
H -1.59 -5.41 2.31
H -3.34 -3.94 3.40
H -3.00 -1.46 2.22
H 2.09 -3.18 -1.97
H 2.31 -5.82 -1.19
H 0.53 -6.12 0.58
S 1.38 -1.05 1.60
C 0.81 -0.45 3.06
N 1.53 -0.53 4.16
C 1.08 0.06 5.43
C -0.41 -0.05 5.53
N -1.02 0.54 4.34
C -2.22 1.38 4.59
C -3.30 0.64 5.34
C -4.17 -0.20 4.65
C -5.16 -0.89 5.33
C -5.28 -0.75 6.71
C -4.43 0.09 7.40
C -3.44 0.79 6.71
C -0.53 0.31 3.14
S -1.20 0.86 1.72
C 2.85 -1.18 4.24
C 2.74 -2.53 4.91
C 2.19 -3.61 4.23
C 2.06 -4.84 4.87
C 2.48 -4.99 6.19
C 3.04 -3.92 6.86
C 3.17 -2.69 6.22
H 1.43 1.10 5.47
H 1.55 -0.50 6.23
H -0.77 0.50 6.40
H -0.73 -1.09 5.63
H -2.58 1.73 3.62
H -1.88 2.25 5.15
H -4.10 -0.27 3.57
H -5.85 -1.53 4.79
H -6.06 -1.29 7.24
H -4.54 0.23 8.46
H -2.80 1.47 7.25
H 3.49 -0.52 4.82
H 3.26 -1.25 3.23
H 1.87 -3.49 3.20
H 1.64 -5.68 4.34
H 2.39 -5.95 6.68
H 3.39 -4.04 7.88
H 3.64 -1.86 6.75
F 6.22 -1.88 -2.58
C 5.26 -1.15 -3.16
C 4.06 -1.01 -2.54
C 3.06 -0.20 -3.11
C 1.81 0.01 -2.41
O 1.55 -0.63 -1.34
C 0.91 0.92 -3.02
C 1.22 1.47 -4.24
N 2.35 1.25 -4.90
C 2.60 1.91 -6.17
C 2.62 1.09 -7.42
C 1.47 2.02 -7.15
C 3.33 0.43 -4.33
C 4.56 0.25 -4.97
C 5.54 -0.53 -4.40
N 6.79 -0.67 -5.04
C 7.63 -1.84 -4.83
C 8.47 -2.08 -6.07
N 9.29 -0.84 -6.36
C 8.41 0.38 -6.53
C 7.57 0.53 -5.28
C -0.42 1.26 -2.43
O -1.31 1.74 -3.09
O -0.48 1.00 -1.13
H 3.89 -1.47 -1.57
H 0.50 2.13 -4.72
H 3.28 2.75 -6.08
H 2.43 0.03 -7.32
H 3.34 1.36 -8.19
H 0.53 1.56 -6.90
H 1.41 2.94 -7.71
H 4.73 0.70 -5.93
H 7.02 -2.72 -4.67
H 8.28 -1.73 -3.95
H 7.86 -2.25 -6.95
H 9.17 -2.90 -5.94
H 9.86 -0.99 -7.20
H 9.94 -0.68 -5.59
H 7.80 0.19 -7.41
H 9.07 1.23 -6.71
H 6.92 1.39 -5.41
H 8.22 0.75 -4.42
Cl -0.94 -1.84 -2.74
O -2.59 -0.71 -0.52
S -3.50 0.49 -0.95
C -4.43 -0.19 -2.35
C -5.80 -0.66 -1.83
C -5.67 -0.88 -0.32
C -4.88 0.33 0.18
H -3.78 -1.00 -2.71
H -4.47 0.58 -3.12
H -6.12 -1.55 -2.35
H -6.53 0.12 -2.02
H -5.11 -1.79 -0.11
H -6.64 -0.95 0.17
H -4.47 0.29 1.18
H -5.44 1.26 0.07
*
```

The calculation puts the total energy at -4339.73634 a.u. As for the LUMO energy: -0.248 Ha. The frontier orbital gap comes out at 7.83 eV.

***

Entry 3:
ORCA calculation (ωB97M-V with the def2-TZVPD basis set) on a structure of composition C6H13NS.

The geometry in ORCA input format:
```
! RIJCOSX wB97M-V def2-TZVPD def2/J DEFGRID3
* xyz 0 1
C 2.35 -0.28 -0.63
C 1.19 -0.93 -0.07
C -0.01 -0.23 0.55
C 0.44 0.66 1.70
C -2.02 -0.80 -0.87
C -1.02 0.37 -0.53
H 2.68 0.73 0.02
H 3.31 -1.13 -0.63
H 2.24 0.37 -1.80
H 0.84 -1.56 -0.80
H 1.73 -1.65 0.69
H 1.90 0.94 1.52
H 0.13 -0.20 2.90
H -0.50 1.48 1.71
H -1.61 -1.43 -1.75
H -3.08 -0.30 -1.09
H -0.56 0.94 -1.39
H -2.24 1.89 -0.85
H -2.50 0.99 0.64
N -1.74 1.55 -0.06
S -1.57 -1.43 0.73
*
```

The calculation puts the total energy at -689.07039 a.u. The relative energy (zero: lowest compared OMol25 entry of this formula, charge and spin) comes out at 7.717 eV. As for the LUMO energy: 0.025 Ha. The frontier orbital gap comes out at 9.57 eV.

***

Entry 4:
ORCA calculation (ωB97M-V with the def2-TZVPD basis set) on a structure of composition C24H58P2PbSi4.

The geometry in ORCA input format:
```
! RIJCOSX wB97M-V def2-TZVPD def2/J DEFGRID3
* xyz 0 1
P -0.11 4.39 -3.34
P 0.61 0.62 -4.62
C 0.71 3.52 -4.71
C -0.03 2.24 -5.14
H 1.77 3.32 -4.47
H 0.69 4.23 -5.55
H -1.10 2.26 -4.85
H -0.04 2.20 -6.25
C 2.18 0.25 -5.45
H 2.63 -0.65 -5.02
H 2.87 1.09 -5.33
H 2.00 0.09 -6.52
C -0.54 -0.51 -5.49
H -0.33 -0.45 -6.56
H -1.60 -0.24 -5.33
H -0.38 -1.55 -5.15
C 1.02 5.66 -2.77
H 0.74 5.99 -1.76
H 0.94 6.51 -3.46
H 2.05 5.28 -2.77
C -1.51 5.22 -4.11
H -2.11 4.51 -4.69
H -1.11 5.98 -4.80
H -2.14 5.72 -3.36
Pb 0.27 1.04 1.96
C 0.59 -0.06 -2.97
C 1.65 0.96 -2.87
C 1.72 2.18 -2.02
C 0.51 2.71 -1.25
C -0.68 3.27 -2.09
C -1.74 2.35 -2.51
C -1.81 0.90 -2.58
C -0.66 -0.01 -2.07
C -1.40 1.68 3.23
H 0.98 -1.09 -3.01
H 2.66 0.58 -3.07
H 2.20 2.99 -2.60
H 2.49 1.95 -1.27
H 0.13 1.94 -0.58
H 0.87 3.52 -0.59
H -1.21 3.99 -1.42
H -2.69 2.86 -2.71
H -2.09 0.59 -3.61
H -2.69 0.60 -1.98
H -0.41 0.25 -1.03
H -1.07 -1.03 -2.01
H -1.97 0.81 3.58
H -2.02 2.33 2.59
H -1.00 2.26 4.08
C 3.14 -1.58 4.24
Si 1.35 -1.63 4.84
C 1.09 -3.14 5.94
C 0.96 -0.07 5.81
Si -0.01 -1.60 2.97
Si 0.76 -3.31 1.59
C 1.31 -4.86 2.52
C -0.59 -3.78 0.37
C 2.23 -2.59 0.65
Si -2.11 -2.28 3.71
C -2.22 -4.12 4.09
C -2.62 -1.32 5.26
C -3.25 -1.83 2.27
H 3.79 -1.75 5.12
H 3.38 -0.60 3.82
H 3.36 -2.35 3.49
H 1.70 -3.01 6.85
H 0.05 -3.27 6.25
H 1.42 -4.08 5.46
H 1.04 0.84 5.19
H -0.05 -0.09 6.25
H 1.70 0.00 6.62
H 0.48 -5.34 3.05
H 1.70 -5.58 1.79
H 2.11 -4.66 3.24
H -0.84 -2.95 -0.30
H -0.22 -4.61 -0.25
H -1.52 -4.11 0.86
H 1.90 -1.87 -0.11
H 2.96 -2.09 1.30
H 2.74 -3.42 0.13
H -1.63 -4.40 4.98
H -3.27 -4.37 4.31
H -1.89 -4.75 3.26
H -2.81 -0.26 5.06
H -3.56 -1.77 5.62
H -1.88 -1.40 6.07
H -3.16 -0.77 2.00
H -3.05 -2.44 1.38
H -4.29 -2.02 2.60
*
```

The calculation puts the total energy at -2982.56932 a.u. The relative energy (zero: lowest compared OMol25 entry of this formula, charge and spin) comes out at 0.000 eV. As for the LUMO energy: -0.018 Ha. The frontier orbital gap comes out at 4.08 eV.